1.
Density functional theory data (ωB97M-V/def2-TZVPD) for a gas-phase ion, C5H7N2O2 (charge -1) in a non-equilibrium geometry.

```
16
Properties=species:S:1:pos:R:3
C 0.197 1.553 0.097
C 0.758 0.401 -0.221
C 2.268 -0.058 -0.023
C -1.287 1.508 -0.120
C -0.385 -1.917 0.048
N -1.618 0.058 -0.333
N -0.449 -0.645 -0.645
O 2.439 -1.277 0.075
O 3.120 0.855 0.075
H 0.776 2.308 0.509
H -1.744 2.117 0.597
H -1.417 1.910 -1.162
H -0.788 -2.613 -0.593
H 0.770 -2.233 0.104
H -0.786 -1.797 1.020
H -1.854 -0.169 0.572
```

Properties
- max |F| (Eh/bohr) = 0.096
- charge = -1
- gap between HOMO and LUMO (eV) = 7.90
- SMILES string = CN1NCC=C1C(=O)[O-]
- HOMO energy (eV) = -4.049

***

2.
Density functional theory data (ωB97M-V/def2-TZVPD) for 2 unconnected molecules or ions with the total composition C5H7N2O2 in a non-equilibrium geometry.

```
16
Properties=species:S:1:pos:R:3
C 0.643 0.574 -0.798
C -0.634 0.679 -1.245
C -0.719 0.280 0.895
C -1.190 -2.713 -0.209
C 1.616 0.296 1.489
N 0.556 0.339 0.539
N -1.449 0.381 -0.201
O -0.736 -3.621 -0.754
O -1.215 0.790 -2.410
H 1.510 1.073 -1.192
H -1.016 0.095 1.994
H 1.750 -0.622 2.199
H 2.541 0.366 0.914
H 1.449 1.177 2.074
H -2.457 0.125 -0.153
H -0.649 0.783 -3.142
```

Properties
- max |F| (Eh/bohr) = 0.074
- charge = +1
- gap between HOMO and LUMO (eV) = 10.36
- HOMO energy (eV) = -13.684

***

3.
Density functional theory data (ωB97M-V/def2-TZVPD) for a gas-phase ion, C5H7N2O2 (charge +1) in a non-equilibrium geometry.

```
16
Properties=species:S:1:pos:R:3
C -0.835 -0.745 0.845
C 1.471 1.231 -0.365
C 0.579 -2.564 0.995
C -0.407 0.768 0.908
C -0.485 1.255 -1.732
N 0.271 1.114 -0.327
N 0.314 -1.430 0.465
O -1.950 -1.181 0.839
O 2.576 1.230 -0.311
H 1.496 -3.055 0.623
H -0.126 -3.017 1.675
H -1.152 1.625 0.922
H 0.263 0.886 1.718
H -1.479 1.662 -1.622
H 0.074 1.896 -2.364
H -0.609 0.326 -2.271
```

Properties
- max |F| (Eh/bohr) = 0.107
- charge = +1
- gap between HOMO and LUMO (eV) = 9.77
- SMILES string = C=NC(=O)C[N+](C)=C=O
- HOMO energy (eV) = -14.287

***

4.
Density functional theory data (ωB97M-V/def2-TZVPD) for a gas-phase ion, C5H7N2O2 (charge +1) in a non-equilibrium geometry.

```
16
Properties=species:S:1:pos:R:3
C -1.869 -1.034 -0.011
C -2.221 0.224 -0.113
C -0.514 -1.379 0.091
C 0.004 1.083 0.354
C 2.650 0.032 -0.304
N -1.337 1.242 0.059
N 0.392 -0.448 0.255
O 0.772 1.942 0.553
O 1.693 -0.791 0.302
H -2.633 -1.809 0.060
H -3.338 0.558 -0.176
H -0.268 -2.528 0.093
H 2.526 0.034 -1.321
H 3.535 -0.328 0.039
H 2.386 0.991 0.047
H -1.779 2.212 0.073
```

Properties
- max |F| (Eh/bohr) = 0.083
- charge = +1
- gap between HOMO and LUMO (eV) = 9.22
- SMILES string = CO[n+]1ccc[nH]c1=O
- HOMO energy (eV) = -14.331

***

In order of appearance, E_tot = -12372.135; -12366.136; -12363.987; -12363.894 eV.